This record from OMol25 describes a molecular structure, C23H18CoN4O4S2. The level of theory is the ωB97M-V functional and the def2-TZVPD basis.

```
! RIJCOSX wB97M-V def2-TZVPD def2/J DEFGRID3
* xyz -2 4
Co 1.3948 0.3496 0.4778
N -6.2936 0.4273 -1.1541
C -4.9925 0.1854 -1.6477
C -4.6029 -1.1064 -1.9951
C -3.3092 -1.3552 -2.4266
C -2.3935 -0.3167 -2.5127
C -2.7732 0.9695 -2.1576
C -4.0670 1.2214 -1.7344
S -0.7182 -0.6223 -3.0273
O -0.2786 0.5882 -3.6741
O -0.7533 -1.8285 -3.8258
N 0.1079 -0.7548 -1.6725
C -0.0425 -1.7637 -0.8183
N 0.7133 -1.6169 0.3130
C 0.6621 -2.5326 1.2531
C -0.1438 -3.6578 1.1315
C -0.9093 -3.7180 -0.0235
N -0.8870 -2.8179 -0.9862
H -6.9906 -0.1763 -1.5627
H -6.5709 1.3933 -1.2384
H -5.3164 -1.9210 -1.9118
H -2.9886 -2.3531 -2.6933
H -2.0389 1.7641 -2.2007
H -4.3501 2.2225 -1.4259
H 1.2750 -2.3450 2.1304
H -0.1925 -4.4142 1.9005
H -1.5976 -4.5492 -0.1759
O 3.8008 -0.9402 3.4243
C 3.5653 -0.2287 2.4409
O 2.4312 0.2868 2.1767
C 4.7414 0.1107 1.5141
C 5.9987 -0.0687 2.0999
C 7.1833 0.2272 1.4496
C 7.1142 0.7119 0.1455
C 5.8866 0.8763 -0.4619
C 4.6608 0.5855 0.1827
S 3.2509 0.7817 -0.8630
H 6.0014 -0.4575 3.1098
H 8.1377 0.0831 1.9444
H 8.0196 0.9544 -0.4030
H 5.8330 1.2329 -1.4839
C -2.6454 2.8181 1.8573
C -2.7417 1.4995 1.4319
C -1.6038 0.8246 0.9889
C -0.3264 1.4000 0.9620
C -0.2746 2.7315 1.4170
C -1.3964 3.4350 1.8443
H -3.5257 3.3564 2.1950
H -3.7064 0.9990 1.4223
H -1.7363 -0.2009 0.6428
H 0.6845 3.2442 1.4447
H -1.2959 4.4652 2.1760
*
```

**E_HOMO (spin up / spin down)**: -1.5 / -1.6 eV
**Orbital gap (spin up / spin down)**: 5.96 / 6.09 eV
**Molar mass**: 537.5 Da
**E**: -3586.5139 a.u.